(1)
This record from OMol25 describes a 3-piece molecular cluster, C37H62F2N2O7S2 overall. The level of theory is ωB97M-V/def2-TZVPD.

Values from the calculation:
2S+1 = 1
SMILES = CCCCCCCCCCCCCCCc1c(COC)c(F)c(CCN)c2c1C(=O)N([C@@H](C)F)C2=O.O=S1(=O)CCCC1.O=S1(=O)CCCC1
HOMO-LUMO gap = 9.114 eV
HOMO = -9.522 eV
Net charge = 0

CARTESIAN COORDINATES (ANGSTROEM)
C -4.54866 6.55701 -10.83773
C -3.94251 5.18777 -11.14019
C -4.02061 4.20046 -9.97151
C -5.43801 3.69989 -9.67717
C -5.57532 3.07236 -8.29307
C -4.66302 1.85129 -8.08740
C -5.25616 0.80544 -7.14545
C -4.46130 -0.50037 -7.09559
C -3.17042 -0.38660 -6.27234
C -3.41537 -0.61996 -4.78089
C -2.32431 -0.04546 -3.87942
C -0.92272 -0.54528 -4.21960
C 0.16511 -0.10862 -3.23235
C 0.13540 1.37009 -2.86037
C 1.28247 1.75208 -1.89640
C 0.82160 1.79463 -0.46431
C 0.01999 2.83031 0.01849
C -0.40681 4.02099 -0.80922
O 0.11782 5.23253 -0.31823
C 1.51867 5.33534 -0.46447
C -0.41473 2.78177 1.34126
F -1.20787 3.77079 1.76939
C -0.11551 1.79212 2.26373
C -0.65445 1.85436 3.66364
C -2.17988 1.62835 3.73515
N -2.47204 0.55023 4.69305
C 0.68080 0.78595 1.75330
C 1.13087 0.78531 0.43824
C 1.93738 -0.44631 0.23943
O 2.44397 -0.89173 -0.75910
N 2.02857 -1.08213 1.50284
C 2.35690 -2.48245 1.58592
C 2.92114 -2.90524 2.92155
F 1.18604 -3.20715 1.31907
C 1.18147 -0.44310 2.42370
O 0.93006 -0.85235 3.52630
H -5.51879 6.47035 -10.34658
H -4.70971 7.12509 -11.75471
H -3.89627 7.13461 -10.18199
H -4.43342 4.74021 -12.00829
H -2.88911 5.32975 -11.39314
H -3.39344 3.33917 -10.21468
H -3.60877 4.67269 -9.07309
H -6.14780 4.52304 -9.77746
H -5.69844 2.94389 -10.42499
H -5.30807 3.83716 -7.55899
H -6.61006 2.76740 -8.12653
H -4.45763 1.37625 -9.05337
H -3.70418 2.19165 -7.69014
H -6.28898 0.60800 -7.44151
H -5.29581 1.22447 -6.13243
H -4.22745 -0.80848 -8.11836
H -5.08266 -1.29005 -6.66340
H -2.74164 0.61052 -6.41496
H -2.43798 -1.10475 -6.64363
H -3.49377 -1.69628 -4.59872
H -4.37044 -0.16382 -4.50504
H -2.52863 -0.30181 -2.83389
H -2.35857 1.04675 -3.94304
H -0.95128 -1.64008 -4.22799
H -0.63945 -0.23635 -5.22878
H 0.10372 -0.71498 -2.32396
H 1.14316 -0.32099 -3.67317
H 0.18611 1.98034 -3.76692
H -0.81870 1.60834 -2.38338
H 1.65950 2.74110 -2.16565
H 2.08966 1.03179 -1.98616
H -1.49146 4.11785 -0.75606
H -0.12936 3.89036 -1.85911
H 1.78046 6.38041 -0.31596
H 1.83548 5.03766 -1.47127
H 2.04667 4.71578 0.26642
H -0.16501 1.10772 4.28136
H -0.42718 2.84801 4.05225
H -2.68070 2.53581 4.06556
H -2.56111 1.40523 2.73108
H -3.47828 0.46723 4.79463
H -2.17926 -0.32982 4.27914
H 3.03631 -2.69989 0.76424
H 3.59485 -3.75382 2.80722
H 3.48212 -2.10485 3.39816
H 2.12630 -3.20023 3.60198
O 3.94750 -2.52183 5.91031
S 3.38963 -1.58460 6.85976
O 3.90178 -0.23848 6.91934
C 1.61017 -1.56922 6.68493
C 1.13984 -2.67230 7.62850
C 1.96795 -2.51996 8.91245
C 3.42904 -2.34267 8.48797
H 1.36233 -1.72459 5.63817
H 1.26524 -0.58616 7.00442
H 0.07134 -2.59584 7.82304
H 1.33040 -3.64980 7.18021
H 1.63260 -1.63866 9.46325
H 1.86255 -3.38414 9.56617
H 3.99556 -1.69839 9.15571
H 3.92723 -3.30473 8.38271
O 4.34958 -8.04732 9.06166
S 4.65160 -6.63983 9.06439
O 3.59812 -5.66756 9.22714
C 5.95347 -6.32896 10.25454
C 7.23832 -6.49947 9.45058
C 6.99225 -5.79198 8.10991
C 5.61906 -6.24453 7.59859
H 5.84121 -7.02779 11.07982
H 5.83226 -5.30530 10.60788
H 8.09352 -6.08099 9.97871
H 7.43262 -7.56093 9.28432
H 6.99213 -4.71085 8.26092
H 7.77034 -6.02014 7.38371
H 5.09378 -5.47274 7.03999
H 5.67905 -7.15497 7.00594

***

(2)
This record from OMol25 describes one molecule with the formula C5H6O. The level of theory is ωB97M-V/def2-TZVPD.

Values from the calculation:
2S+1 = 1
SMILES = CC(C)=C=C=O
HOMO-LUMO gap = 8.796 eV
HOMO = -8.908 eV
Net charge = 0

CARTESIAN COORDINATES (ANGSTROEM)
C -1.76289 0.55826 -0.33949
C -0.38520 -0.04960 -0.13349
C 1.00652 0.65981 0.51991
C -0.02194 -1.30637 -0.44896
C 1.20184 -1.78196 -0.23502
O 2.19781 -2.37824 -0.12645
H -1.68595 1.43696 -0.99003
H -2.52172 -0.10875 -0.78263
H -2.16193 0.91117 0.61834
H 1.60309 0.52162 -0.37082
H 1.09990 -0.05424 1.32564
H 1.43047 1.59133 0.96300

***

(3)
This record from OMol25 describes C13H22Cl3GeIrNO7PS2Se as an isolated structure. The level of theory is ωB97M-V/def2-TZVPD.

Values from the calculation:
<S²> = 0.753
2S+1 = 2
HOMO-LUMO gap (alpha / beta) = 7.335 / 5.576 eV
HOMO (alpha / beta) = -4.900 / -4.903 eV
Net charge = -1

CARTESIAN COORDINATES (ANGSTROEM)
Ir -1.77349 -1.08200 -0.98410
Cl -5.80277 -0.04734 1.97918
Ge -3.58824 0.15873 1.67060
Cl -3.05547 1.43427 3.36526
Cl -1.71843 -3.26892 -0.20057
Se -1.52225 -1.91765 -3.22865
C -0.61300 -0.46338 -4.06800
C -0.92987 -0.10032 -5.37297
C -0.21157 0.91518 -5.98518
N 0.77068 1.59552 -5.39799
C 1.05989 1.24393 -4.14367
C 0.42051 0.23291 -3.44790
H -1.73748 -0.59126 -5.90045
H -0.45028 1.20563 -7.00392
H 1.86097 1.80150 -3.66690
H 0.72043 -0.01734 -2.43948
O -2.06363 0.98710 -1.50953
S -3.51858 1.09389 -1.17261
O -3.62099 1.47462 0.32553
O -4.25492 2.05099 -1.92595
S -4.05332 -0.86002 -1.29084
C 0.63673 -3.71816 3.00504
C 1.27466 -2.48795 2.38308
C 2.21279 -1.78782 3.35353
C 1.97734 -2.84796 1.08398
O 0.14183 -1.59053 2.15621
P -0.05891 -0.48130 1.07940
O 0.29755 -0.86586 -0.34062
O -1.55601 -0.11721 1.10302
O 0.83585 0.69183 1.62435
C 0.94249 2.06177 1.10196
C -0.30016 2.83222 1.51250
C 2.18139 2.60131 1.79703
C 1.11709 2.06339 -0.40728
H 1.40552 -4.45216 3.25245
H -0.06974 -4.15777 2.30131
H 0.10180 -3.44559 3.91542
H 3.03953 -2.45200 3.61185
H 1.67956 -1.51804 4.26578
H 2.61820 -0.87946 2.90729
H 2.74384 -3.59373 1.30419
H 2.45939 -1.98011 0.63331
H 1.26929 -3.25801 0.36514
H -0.45180 2.77150 2.59013
H -1.18751 2.44173 1.01597
H -0.18200 3.87998 1.22982
H 2.06043 2.54701 2.87941
H 2.34220 3.64193 1.51287
H 3.05984 2.02088 1.51150
H 0.21027 1.74013 -0.91607
H 1.93968 1.41174 -0.70450
H 1.34069 3.08217 -0.72992

***

(4)
This record from OMol25 describes one molecule with the formula C19H19FN2O3S. The level of theory is ωB97M-V/def2-TZVPD.

Values from the calculation:
2S+1 = 1
SMILES = COCCn1c(SCc2ccc(OC)c(F)c2)nc2ccccc2c1=O
HOMO-LUMO gap = 8.904 eV
HOMO = -8.231 eV
Net charge = 0

CARTESIAN COORDINATES (ANGSTROEM)
C -0.60683 -3.49801 1.56939
O -0.86745 -2.64085 0.48945
C -1.88809 -3.11450 -0.35743
C -2.07985 -2.11887 -1.50068
N -2.44959 -0.81754 -0.98303
C -1.51985 0.13964 -0.69972
S 0.14160 -0.18563 -1.14315
C 0.92308 1.35650 -0.51929
C 2.40278 1.18049 -0.46611
C 3.24927 1.87191 -1.32490
C 4.61394 1.69363 -1.26129
C 5.20189 0.81266 -0.34863
O 6.55307 0.73825 -0.40111
C 7.25094 -0.13572 0.46157
C 4.33573 0.12089 0.49977
F 4.79811 -0.76095 1.42494
C 2.96709 0.29927 0.44414
N -1.77620 1.27797 -0.15881
C -3.06887 1.57248 0.17026
C -3.36181 2.80646 0.76247
C -4.66190 3.11909 1.08431
C -5.69755 2.21971 0.82940
C -5.42564 1.00084 0.25184
C -4.11234 0.66569 -0.08380
C -3.80378 -0.62641 -0.67884
O -4.61067 -1.50394 -0.91563
H -1.49330 -3.61982 2.20446
H 0.19307 -3.03812 2.14568
H -0.28460 -4.48728 1.22193
H -1.62086 -4.09776 -0.77325
H -2.83111 -3.21851 0.20036
H -1.15859 -2.02397 -2.07692
H -2.89645 -2.46545 -2.13885
H 0.63040 2.16407 -1.18739
H 0.48811 1.52339 0.46527
H 2.83673 2.55936 -2.04735
H 5.27498 2.23100 -1.92214
H 6.96215 -1.17738 0.30103
H 8.30232 -0.00949 0.20782
H 7.09823 0.12526 1.51175
H 2.34664 -0.27036 1.11860
H -2.55141 3.49243 0.95234
H -4.88608 4.07278 1.53966
H -6.71202 2.48333 1.08748
H -6.20530 0.28347 0.04439

***

Number 1: total energy -83794.157 eV, largest force on an atom 0.6 eV Å⁻¹. Number 2: total energy -7326.073 eV, largest force on an atom 1.9 eV Å⁻¹. Number 3: total energy -222899.344 eV, largest force on an atom 0.2 eV Å⁻¹. Number 4: total energy -42686.784 eV, largest force on an atom 0.8 eV Å⁻¹.